Record 1
# C27H29BBrF8NO4PPt

A molecular structure, C27H29BBrF8NO4PPt (ωB97M-V/def2-TZVPD, the OMol25 dataset).

Properties
LUMO level ... -11.35 eV
HOMO-LUMO gap ... 5.77 eV
Energy ... -143120.60020 eV
HOMO energy ... -17.119 eV
Net charge ... +3

Atoms and positions in Å:
Pt 0.27746 -0.39661 -0.20411
C 2.02760 -2.06717 1.77917
O 1.99297 -1.03922 0.72884
C 3.11321 -1.13004 -0.20528
C 3.03836 0.13352 -0.99407
O 1.75882 0.08303 -1.65323
C 1.70302 0.98727 -2.80767
H 3.04745 -2.07753 2.15815
H 1.74682 -3.02971 1.35710
H 1.35622 -1.75081 2.56894
H 2.98368 -2.02173 -0.81950
H 4.03325 -1.19380 0.37623
H 3.83260 0.15796 -1.74240
H 3.11113 1.02660 -0.37059
H 2.54010 0.69607 -3.43977
H 1.79357 2.02260 -2.48715
H 0.76466 0.80550 -3.31564
F -3.16837 -0.69557 5.77538
C -2.48345 -0.21757 4.77469
C -2.09434 1.11430 4.75812
F -2.42292 1.89340 5.75225
C -1.36116 1.61051 3.68409
F -1.02553 2.88188 3.70213
C -0.99024 0.80994 2.60855
P -0.04210 1.52054 1.23820
C 1.43390 2.32308 1.87679
C 1.33779 3.68648 2.19941
C 2.42164 4.34613 2.75365
C 3.60855 3.67122 2.99427
C 3.71095 2.31991 2.68804
C 2.63570 1.64942 2.13419
C -1.11039 2.71615 0.51459
C -2.50271 2.58230 0.66392
C -3.33869 3.56319 0.17204
C -2.80474 4.66268 -0.49172
C -1.42985 4.78331 -0.67945
C -0.58212 3.80911 -0.19662
C -1.41643 -0.50872 2.65402
Br -1.09352 -1.72987 1.22031
C -2.14194 -1.03635 3.70038
F -2.52065 -2.30037 3.67535
H 0.42076 4.23232 2.04338
H 2.33100 5.39480 3.00200
H 4.44949 4.19338 3.43066
H 4.63222 1.78917 2.88742
H 2.73320 0.60026 1.92674
H -2.92998 1.72695 1.17068
H -4.40855 3.47483 0.30091
H -3.46599 5.42560 -0.88064
H -1.02722 5.63765 -1.20591
H 0.48262 3.89130 -0.36999
F -1.39256 0.31455 -3.49943
B -1.57729 1.19607 -2.51097
F -1.43336 0.06640 -1.09292
F -0.50140 1.97377 -2.21491
F -2.78205 1.68836 -2.27884
O -0.10302 -3.74097 -0.43468
C -0.00528 -3.17789 -1.52396
O 0.21103 -1.93468 -1.71233
C -0.20201 -3.96082 -2.81608
N -0.42106 -5.41839 -2.47250
C -1.76820 -5.84349 -3.04026
C -2.00976 -4.84421 -4.15714
C -1.46125 -3.53452 -3.59125
H 0.69408 -3.87858 -3.42952
H -0.38962 -5.50153 -1.44810
H 0.32218 -6.00110 -2.85561
H -2.49641 -5.75337 -2.23661
H -1.70374 -6.88218 -3.35285
H -3.06635 -4.77871 -4.40602
H -1.47380 -5.13826 -5.06073
H -2.18306 -3.07317 -2.91450
H -1.21494 -2.80459 -4.35767

Atomic forces in eV per Å
Pt 0.01 -0.65 -0.78
C 0.09 0.00 -0.07
O -0.09 -0.13 0.08
C -0.02 0.09 0.14
C 0.35 -0.12 -0.13
O -0.21 0.88 0.28
C 0.20 -0.16 -0.44
H 0.00 -0.02 -0.03
H -0.05 0.00 0.02
H -0.01 0.01 0.01
H 0.03 0.04 -0.03
H -0.05 0.02 0.03
H -0.11 -0.02 -0.07
H -0.01 -0.01 0.00
H 0.04 -0.02 0.03
H 0.00 -0.09 0.02
H 0.37 -0.09 -0.02
F -0.02 -0.03 0.02
C 0.05 -0.05 -0.12
C 0.01 -0.11 -0.09
F 0.01 0.17 0.08
C -0.03 -0.20 0.09
F 0.08 0.33 0.02
C 0.07 -0.29 0.00
P 0.01 0.10 0.07
C 0.09 0.03 -0.17
C 0.00 -0.01 -0.02
C -0.01 0.02 0.01
C 0.00 0.01 0.01
C 0.00 -0.02 -0.02
C -0.07 0.03 0.13
C -0.15 0.09 -0.21
C 0.16 0.05 0.06
C -0.03 0.04 -0.03
C 0.03 -0.03 0.00
C -0.05 -0.01 0.00
C -0.04 -0.09 0.04
C -0.15 -0.09 0.04
Br -0.42 0.04 0.40
C 0.03 0.22 0.00
F -0.05 -0.17 -0.02
H -0.01 0.00 0.01
H 0.00 0.00 0.01
H 0.01 0.00 -0.01
H -0.01 -0.01 0.01
H -0.02 -0.10 0.02
H 0.00 0.00 0.02
H 0.00 -0.01 -0.01
H 0.00 0.02 0.03
H 0.00 -0.01 -0.02
H 0.01 0.03 0.04
F -0.01 -0.06 0.02
B -0.15 0.27 -0.37
F 0.68 0.04 0.55
F -0.63 0.18 0.19
F 0.00 -0.09 0.04
O 0.01 -0.04 0.01
C -0.14 -0.07 0.16
O 0.22 0.15 0.03
C -0.01 0.00 -0.05
N -0.01 0.00 0.02
C 0.01 -0.03 -0.01
C 0.00 0.01 -0.01
C 0.01 -0.01 -0.02
H -0.02 -0.03 -0.02
H 0.00 0.00 -0.01
H 0.00 0.02 0.00
H 0.01 0.02 0.00
H -0.02 0.00 0.02
H 0.00 -0.01 -0.01
H 0.02 0.00 0.00
H 0.00 -0.01 0.02
H -0.01 0.01 0.01


Record 2
# C3HF2NO

A single C3HF2NO molecule (ωB97M-V/def2-TZVPD, the OMol25 dataset).

Properties
LUMO level ... -0.61 eV
HOMO-LUMO gap ... 10.82 eV
Energy ... -12097.76935 eV
HOMO energy ... -11.432 eV
Net charge ... 0
Structure (SMILES) ... N#CC(F)(F)C=O

Atoms and positions in Å:
C -0.80942 -0.81954 0.90916
C 0.57858 0.11701 -1.03068
C 0.02009 0.29079 0.43375
N -1.43373 -1.72905 1.19489
O 1.37651 -0.66841 -1.42767
F 1.07100 0.44821 1.30432
F -0.84470 1.39132 0.37388
H 0.04166 0.96966 -1.75766

Atomic forces in eV per Å
C 0.53 0.16 -0.39
C -1.24 2.02 -2.01
C -0.12 0.35 0.06
N -0.46 -0.56 0.25
O -0.47 0.30 0.83
F -1.07 0.52 -0.77
F 1.60 -0.84 0.40
H 1.24 -1.94 1.62


Record 3
# C5H10O2

A single C5H10O2 molecule (ωB97M-V/def2-TZVPD, the OMol25 dataset).

Properties
LUMO level ... 1.04 eV
HOMO-LUMO gap ... 10.55 eV
Energy ... -9440.36171 eV
HOMO energy ... -9.512 eV
Net charge ... 0
Structure (SMILES) ... C[C@@H](O)[C@H]1CCO1

Atoms and positions in Å:
C 2.11878 -0.00337 0.22935
C 0.81187 0.59875 -0.42846
O 0.59083 -0.12338 -1.62491
C -0.34364 0.41492 0.53934
C -1.77730 0.51893 -0.01251
C -1.80209 -1.00092 0.18794
O -0.52694 -0.97632 0.85303
H 2.92045 -0.37954 -0.45066
H 2.58385 0.79736 0.79269
H 1.87462 -0.85503 0.88026
H 0.95686 1.66393 -0.66809
H 1.39034 -0.61330 -1.42693
H -0.11908 1.00664 1.43521
H -2.45957 1.06824 0.64213
H -1.87611 0.86749 -1.04256
H -1.75498 -1.57760 -0.74252
H -2.58788 -1.40681 0.83670

Atomic forces in eV per Å
C -0.25 0.46 0.25
C 0.62 0.13 0.79
O 0.42 -0.11 0.29
C 0.22 0.30 0.10
C -0.01 0.10 -0.07
C -0.28 -0.13 -0.09
O 0.07 -0.11 0.13
H -0.77 0.49 -0.09
H 0.19 -0.06 0.41
H -0.08 0.39 -0.09
H -0.08 -0.13 0.21
H -0.22 -1.34 -1.92
H -0.17 -0.05 0.03
H 0.14 -0.09 -0.15
H 0.06 -0.04 0.15
H 0.01 0.07 0.13
H 0.13 0.11 -0.10


Record 4
# C2H3NO2

A single C2H3NO2 molecule (ωB97M-V/def2-TZVPD, the OMol25 dataset).

Properties
LUMO level ... 0.22 eV
HOMO-LUMO gap ... 10.73 eV
Energy ... -7704.38304 eV
HOMO energy ... -10.510 eV
Net charge ... 0
Structure (SMILES) ... C=NOC=O

Atoms and positions in Å:
C 1.40304 -0.46340 0.83371
C -1.38910 0.36741 -0.82597
H 2.16629 0.12191 1.12299
H 1.10557 -1.53737 0.95216
H -2.06417 -0.32205 -1.19095
N 0.65928 0.52933 0.29292
O -0.34972 -0.23313 -0.39915
O -1.53119 1.53730 -0.78570

Atomic forces in eV per Å
C -4.83 2.85 -2.23
C -0.14 2.45 0.15
H 3.61 0.51 2.17
H 0.63 1.26 -0.46
H -1.75 -1.71 -1.09
N 1.35 -5.08 0.33
O 2.09 -2.31 1.31
O -0.96 2.03 -0.18


Question: Which value of net charge does entry 3 give?
Answer: 0


Question: Which value of HOMO-LUMO gap does entry 4 give?
Answer: 10.73 eV


Question: Number 3 is which compound?
Answer: C5H10O2


Question: What is the formula in the third record?
Answer: C5H10O2